{"formula": "CH2N4O2", "method": "ωB97M-V with the def2-TZVPD basis set", "energy_ev": -11119.578, "smiles": "O/N=c1\\nn[nH]o1", "homo_ev": -9.27, "homo_lumo_gap_ev": 8.970, "lumo_ev": -0.301, "symbols": ["C", "H", "H", "N", "N", "N", "N", "O", "O"], "xyz": [[-0.140, 0.237, 0.084], [-2.195, 1.291, 2.061], [2.204, -0.575, -1.666], [-0.722, 1.097, 0.775], [-0.151, -1.184, 0.123], [0.680, -1.565, -0.777], [1.152, -0.539, -1.506], [-1.606, 0.535, 1.752], [0.778, 0.702, -0.847]], "nbo_charge": [0.50, 0.48, 0.40, -0.19, -0.21, 0.05, -0.15, -0.56, -0.32]}